{
  "formula": "C48H79IN3O21PS",
  "method": "ωB97M-V/def2-TZVPD",
  "orbital_gap_ev": 7.493,
  "e_tot_ev": -126750.28807,
  "homo_ev": -8.44,
  "smiles": "N=P(O)(O)c1cc2c(c(I)c1CCCCSc1nnco1)C(=O)C=CC2=O.CCOC(C)=O.CCOC(C)=O.CCOC(C)=O.CCOC(C)=O.CCOC(C)=O.CCOC(C)=O.CCOC(C)=O.CCOC(C)=O",
  "lumo_energy_ev": -0.9,
  "charge": 0,
  "species": ["N", "P", "O", "O", "C", "C", "C", "C", "C", "I", "C", "C", "C", "C", "C", "S", "C", "N", "N", "C", "O", "C", "O", "C", "C", "C", "O", "H", "H", "H", "H", "H", "H", "H", "H", "H", "H", "H", "H", "H", "H", "H", "O", "C", "O", "C", "C", "C", "H", "H", "H", "H", "H", "H", "H", "H", "O", "C", "O", "C", "C", "C", "H", "H", "H", "H", "H", "H", "H", "H", "O", "C", "O", "C", "C", "C", "H", "H", "H", "H", "H", "H", "H", "H", "O", "C", "O", "C", "C", "C", "H", "H", "H", "H", "H", "H", "H", "H", "O", "C", "O", "C", "C", "C", "H", "H", "H", "H", "H", "H", "H", "H", "O", "C", "O", "C", "C", "C", "H", "H", "H", "H", "H", "H", "H", "H", "O", "C", "O", "C", "C", "C", "H", "H", "H", "H", "H", "H", "H", "H", "O", "C", "O", "C", "C", "C", "H", "H", "H", "H", "H", "H", "H", "H"],
  "positions_angstrom": [[1.99480, 5.27725, 0.47126], [0.91160, 4.73204, 1.43433], [1.45137, 4.68020, 2.94049], [-0.41404, 5.63908, 1.44723], [0.56285, 2.99621, 0.99021], [1.25171, 2.01955, 1.70942], [1.10279, 0.68424, 1.38520], [0.31005, 0.27965, 0.31562], [-0.38410, 1.24911, -0.41461], [-1.56872, 0.62511, -2.03981], [-0.29492, 2.60594, -0.05601], [-1.11722, 3.65382, -0.75664], [-2.59947, 3.52770, -0.34566], [-2.83385, 3.17181, 1.10827], [-4.32371, 3.30397, 1.47247], [-4.84783, 2.16609, 2.77885], [-4.82971, 0.60541, 2.02511], [-4.33303, -0.43981, 2.60234], [-4.51652, -1.49719, 1.71140], [-5.08119, -0.98791, 0.67527], [-5.32490, 0.33185, 0.79188], [0.28440, -1.18889, 0.06079], [0.24062, -1.68468, -1.03143], [0.39075, -2.04418, 1.26677], [1.12173, -1.63663, 2.29464], [1.81208, -0.34023, 2.20346], [2.85440, -0.11172, 2.75178], [1.65328, 6.11778, 0.02093], [1.03976, 3.97564, 3.46040], [-0.48254, 6.15614, 2.27135], [1.91098, 2.29479, 2.51700], [-0.77733, 4.63236, -0.45674], [-1.03444, 3.57836, -1.83523], [-3.09355, 2.74699, -0.91376], [-3.11988, 4.44820, -0.60376], [-2.54739, 2.14094, 1.30890], [-2.28031, 3.78390, 1.81410], [-4.49385, 4.29532, 1.86551], [-4.93022, 3.12490, 0.59061], [-5.36740, -1.50644, -0.21774], [-0.11986, -2.99298, 1.23499], [1.21516, -2.24469, 3.17945], [-6.17254, 5.19672, 3.29895], [-7.28464, 5.08655, 3.75380], [-8.26273, 4.69821, 2.93913], [-9.57182, 4.32030, 3.39016], [-10.48644, 5.51608, 3.55045], [-7.59532, 5.43139, 5.19197], [-9.50174, 3.72340, 4.30144], [-9.95613, 3.66461, 2.61482], [-10.12432, 6.20941, 4.31158], [-11.48725, 5.19001, 3.83295], [-10.54909, 6.06685, 2.61221], [-7.76552, 6.50500, 5.26455], [-6.73189, 5.16827, 5.79915], [-8.45460, 4.90508, 5.59817], [7.30939, -1.26236, -3.19828], [6.28844, -1.39446, -2.57999], [5.29519, -2.12026, -3.12306], [4.11971, -2.49739, -2.39599], [3.05853, -1.42203, -2.41437], [6.07256, -0.71428, -1.24728], [4.38208, -2.80524, -1.38157], [3.74894, -3.38550, -2.90677], [3.40280, -0.50812, -1.92428], [2.15935, -1.77476, -1.90639], [2.80319, -1.16647, -3.44104], [5.73789, 0.30657, -1.42752], [7.02655, -0.68799, -0.72611], [5.35944, -1.21634, -0.59835], [0.82188, -7.85252, 0.26083], [0.90422, -7.18397, -0.73226], [0.94676, -5.84491, -0.61239], [1.21229, -4.96544, -1.71353], [-0.03566, -4.63252, -2.49680], [0.88513, -7.80535, -2.11104], [2.00455, -5.37058, -2.34593], [1.60697, -4.05835, -1.25831], [-0.47620, -5.51958, -2.95678], [0.19259, -3.91212, -3.28042], [-0.78813, -4.20273, -1.83557], [-0.15059, -7.97356, -2.40217], [1.39512, -8.76355, -2.05515], [1.38070, -7.21228, -2.87554], [-0.03170, 6.67489, 3.84132], [-1.07508, 6.76657, 4.43496], [-2.20391, 6.51191, 3.76029], [-3.48895, 6.32499, 4.37405], [-4.20718, 7.63103, 4.62855], [-1.13913, 7.19905, 5.87966], [-3.39325, 5.71619, 5.27546], [-4.04981, 5.73540, 3.65855], [-3.66479, 8.26136, 5.33483], [-5.20123, 7.44086, 5.02925], [-4.30507, 8.19183, 3.69930], [-1.12363, 8.28731, 5.91812], [-0.25608, 6.81716, 6.38540], [-2.01158, 6.83275, 6.41462], [-10.75722, 2.58569, 0.80615], [-10.73153, 1.41974, 1.09410], [-10.08068, 1.05335, 2.21452], [-10.09962, -0.27791, 2.73979], [-9.03889, -1.15068, 2.10229], [-11.32608, 0.36255, 0.19481], [-11.09811, -0.70948, 2.65881], [-9.89275, -0.16366, 3.80235], [-9.20726, -1.27128, 1.03176], [-9.03213, -2.13879, 2.56196], [-8.05478, -0.69877, 2.23041], [-10.59872, 0.11396, -0.57661], [-12.21044, 0.78107, -0.27826], [-11.62691, -0.54566, 0.71098], [9.63313, -7.21521, -6.19790], [9.74080, -6.48508, -5.24968], [8.64367, -5.88446, -4.76332], [8.63792, -5.13764, -3.53711], [9.07095, -3.70368, -3.75411], [11.09004, -6.17173, -4.64181], [9.23285, -5.64219, -2.77480], [7.60610, -5.15898, -3.19080], [10.09762, -3.64596, -4.12048], [9.00562, -3.13779, -2.82773], [8.43350, -3.22859, -4.49601], [11.55159, -5.36971, -5.21558], [11.70910, -7.06195, -4.71996], [11.05236, -5.88614, -3.59376], [9.49089, -3.64298, 0.29813], [9.58666, -2.89072, 1.22705], [8.46745, -2.30588, 1.69852], [8.43365, -1.52505, 2.89628], [8.82249, -0.08309, 2.64517], [10.92702, -2.52051, 1.81929], [9.04134, -1.98876, 3.67467], [7.40020, -1.57491, 3.23454], [9.84918, 0.00130, 2.28847], [8.72846, 0.50092, 3.56073], [8.17569, 0.35350, 1.88435], [11.36185, -1.72090, 1.22134], [11.57259, -3.39293, 1.76224], [10.88593, -2.20887, 2.86002], [1.17148, -2.59425, -4.81935], [1.12583, -2.81739, -5.99938], [0.11914, -2.28869, -6.71610], [0.06327, -2.34617, -8.14438], [-0.54760, -3.64129, -8.63709], [2.11956, -3.73756, -6.66948], [1.04822, -2.16262, -8.57508], [-0.56596, -1.50658, -8.43377], [0.05191, -4.50477, -8.34883], [-0.63346, -3.63150, -9.72367], [-1.54056, -3.77522, -8.20818], [1.78597, -4.76611, -6.53631], [3.08087, -3.61283, -6.17681], [2.26710, -3.54325, -7.72857]],
  "lowdin_charge": [-0.15, 0.50, -0.14, -0.16, -0.16, 0.01, -0.09, -0.13, -0.50, 1.07, -0.25, -0.18, -0.21, -0.25, -0.44, 0.99, -0.71, 0.04, 0.05, -0.21, 0.03, -0.37, 0.02, 0.05, 0.04, -0.35, 0.13, -0.02, 0.08, 0.02, 0.12, 0.08, 0.10, 0.04, 0.12, 0.10, 0.10, 0.05, 0.09, 0.13, 0.13, 0.13, 0.06, -0.52, 0.02, -0.22, -0.05, 0.02, 0.12, 0.09, 0.07, 0.08, 0.09, 0.09, 0.09, 0.07, 0.09, -0.52, 0.00, -0.23, -0.05, 0.02, 0.12, 0.11, 0.08, 0.05, 0.08, 0.10, 0.08, 0.07, 0.10, -0.53, 0.00, -0.23, -0.05, 0.01, 0.11, 0.10, 0.07, 0.06, 0.08, 0.09, 0.09, 0.07, 0.09, -0.49, 0.01, -0.22, -0.05, 0.03, 0.12, 0.09, 0.07, 0.07, 0.09, 0.10, 0.10, 0.07, 0.10, -0.52, -0.01, -0.23, -0.05, 0.02, 0.11, 0.12, 0.07, 0.09, 0.07, 0.10, 0.09, 0.07, 0.09, -0.54, 0.00, -0.22, -0.06, 0.01, 0.11, 0.12, 0.07, 0.07, 0.08, 0.09, 0.09, 0.07, 0.10, -0.53, -0.01, -0.24, -0.06, 0.01, 0.11, 0.12, 0.07, 0.08, 0.08, 0.10, 0.09, 0.07, 0.09, -0.51, 0.01, -0.23, -0.06, 0.02, 0.11, 0.12, 0.07, 0.08, 0.08, 0.10, 0.09, 0.07]
}

{
  "formula": "C3H8Cl2Hg2O2",
  "method": "ωB97M-V/def2-TZVPD",
  "e_above_lowest_kcal_mol": 0.0,
  "orbital_gap_ev": 6.276,
  "e_tot_ev": -40706.98473,
  "homo_ev": -17.63,
  "lumo_energy_ev": -11.4,
  "charge": 2,
  "species": ["Hg", "Hg", "C", "O", "H", "H", "H", "C", "O", "H", "H", "H", "C", "Cl", "Cl", "H", "H"],
  "positions_angstrom": [[1.70191, 0.70284, 2.57288], [0.96754, 0.20790, -0.86951], [-1.50645, 0.81209, 1.12566], [-0.08862, 0.57387, 1.14138], [-1.79907, 1.43701, 1.96539], [-1.73761, 1.29384, 0.17275], [-1.97346, -0.17018, 1.05097], [3.64613, -0.81750, 1.08463], [2.55947, 0.07749, 0.91036], [4.15452, -1.05942, 0.14859], [4.37132, -0.48611, 1.82621], [3.19327, -1.77486, 1.35505], [-2.84126, -0.05307, -2.59970], [-3.25447, -1.35074, -1.43563], [-1.01467, 0.06762, -2.59011], [-3.11411, -0.34316, -3.61106], [-3.26445, 0.88238, -2.24786]],
  "lowdin_charge": [1.45, 1.24, -0.19, -0.59, 0.10, 0.05, 0.06, -0.20, -0.61, 0.10, 0.09, 0.09, -0.80, 0.58, 0.52, 0.06, 0.05]
}

Q: Among the records above, which one has the highest charge?
A: C3H8Cl2Hg2O2

Copy entry 2 word for word.
{
  "formula": "C3H8Cl2Hg2O2",
  "method": "ωB97M-V/def2-TZVPD",
  "e_above_lowest_kcal_mol": 0.0,
  "orbital_gap_ev": 6.276,
  "e_tot_ev": -40706.98473,
  "homo_ev": -17.63,
  "lumo_energy_ev": -11.4,
  "charge": 2,
  "species": ["Hg", "Hg", "C", "O", "H", "H", "H", "C", "O", "H", "H", "H", "C", "Cl", "Cl", "H", "H"],
  "positions_angstrom": [[1.70191, 0.70284, 2.57288], [0.96754, 0.20790, -0.86951], [-1.50645, 0.81209, 1.12566], [-0.08862, 0.57387, 1.14138], [-1.79907, 1.43701, 1.96539], [-1.73761, 1.29384, 0.17275], [-1.97346, -0.17018, 1.05097], [3.64613, -0.81750, 1.08463], [2.55947, 0.07749, 0.91036], [4.15452, -1.05942, 0.14859], [4.37132, -0.48611, 1.82621], [3.19327, -1.77486, 1.35505], [-2.84126, -0.05307, -2.59970], [-3.25447, -1.35074, -1.43563], [-1.01467, 0.06762, -2.59011], [-3.11411, -0.34316, -3.61106], [-3.26445, 0.88238, -2.24786]],
  "lowdin_charge": [1.45, 1.24, -0.19, -0.59, 0.10, 0.05, 0.06, -0.20, -0.61, 0.10, 0.09, 0.09, -0.80, 0.58, 0.52, 0.06, 0.05]
}

Q: What is the formula in the first record?
A: C48H79IN3O21PS

Q: The lowest charge belongs to which entry?
A: C48H79IN3O21PS